{"formula": "C27H79N12O5P4Zr", "method": "ωB97M-V with the def2-TZVPD basis set", "species": ["Zr", "P", "P", "P", "P", "O", "O", "O", "O", "O", "N", "N", "N", "N", "N", "N", "N", "N", "N", "N", "N", "N", "C", "C", "C", "C", "C", "C", "C", "C", "C", "C", "C", "C", "C", "C", "C", "C", "C", "C", "C", "C", "C", "C", "C", "C", "C", "C", "C", "H", "H", "H", "H", "H", "H", "H", "H", "H", "H", "H", "H", "H", "H", "H", "H", "H", "H", "H", "H", "H", "H", "H", "H", "H", "H", "H", "H", "H", "H", "H", "H", "H", "H", "H", "H", "H", "H", "H", "H", "H", "H", "H", "H", "H", "H", "H", "H", "H", "H", "H", "H", "H", "H", "H", "H", "H", "H", "H", "H", "H", "H", "H", "H", "H", "H", "H", "H", "H", "H", "H", "H", "H", "H", "H", "H", "H", "H", "H"], "coordinates": [[-0.1482, 0.7300, 4.4732], [-2.7230, 0.8367, -5.0818], [3.0502, -5.2421, -0.6295], [-2.3376, 2.7955, 2.5375], [2.8872, 2.0887, 2.8456], [-1.2985, 2.0280, 3.3827], [1.6055, 1.6607, 3.5387], [-0.2808, -0.6430, 2.8028], [3.8430, -4.2095, -1.3525], [-1.3597, 1.1796, -5.4851], [2.6838, 3.4874, 1.9599], [1.3834, -5.0542, -1.0043], [3.0879, -5.1963, 1.0886], [-2.7485, 4.3223, 3.1394], [3.5552, 0.9737, 1.7960], [-3.7081, 2.2250, -4.8034], [-3.6237, -0.0580, -6.1734], [-1.7894, 3.0552, 0.9979], [-2.8355, -0.1987, -3.7407], [-3.7750, 1.9597, 2.4608], [4.1520, 2.5085, 3.9032], [3.3548, -6.8541, -1.0063], [-3.8039, 0.7075, 1.7112], [-5.0724, 0.0295, -6.4638], [-4.0744, -0.5218, -3.0584], [2.9825, -6.4056, 1.9335], [-3.5126, 2.9660, -3.5758], [-0.4205, -1.7384, 1.9454], [5.5765, 2.3589, 3.6242], [3.7480, -4.0347, 1.6648], [3.7478, 4.0677, 1.1254], [2.7922, -7.3211, -2.2937], [3.7912, 3.2866, 5.0929], [-1.6656, -0.2611, -2.8788], [-0.5801, 2.4431, 0.4457], [-2.9096, 4.4595, 4.5898], [-2.8717, -0.7541, -7.2342], [1.0774, -3.9030, -1.8741], [1.6316, 4.4309, 2.3356], [0.8497, -2.5673, 1.8180], [3.1384, 0.9284, 0.4176], [4.3981, -0.1520, 2.2227], [-0.8146, -1.3673, 0.5185], [-2.0937, 5.5179, 2.5851], [4.7560, -7.3752, -0.8754], [0.3096, -5.8000, -0.3559], [-4.2641, 3.0197, -5.8984], [-5.0451, 2.6693, 2.5597], [-2.5667, 3.7815, -0.0269], [-1.7218, -0.9981, -2.0796], [4.7375, 3.6884, 5.4531], [-3.2850, 3.5109, 4.9876], [1.6336, -4.0324, -2.7973], [-3.6683, 5.2068, 4.8177], [-5.8534, 2.0343, 2.9338], [-3.2713, -1.7614, -7.3527], [3.3154, 2.7449, 5.9110], [-4.0683, -1.5092, -2.5958], [-5.3306, 3.1940, -5.7470], [-4.2473, 0.1987, -2.2467], [-5.3541, -0.6216, -7.2903], [-2.0270, 4.6905, -0.2859], [4.3248, 4.6890, 1.8151], [-2.5516, 3.4896, -3.7090], [2.2003, 0.3864, 0.2215], [-1.0356, 5.6175, 2.8422], [1.9679, -6.7169, -2.6742], [-0.8021, 1.8778, -0.4604], [2.7345, -6.0995, 2.9552], [3.9422, -6.9094, 2.0375], [2.0928, -6.9136, 1.5782], [-1.9982, 4.6849, 5.1493], [-3.1476, 0.6591, 0.8443], [-3.6912, 3.9518, -5.8373], [-3.4752, 2.3026, -2.7091], [0.7355, 3.8865, 2.6369], [-5.3839, 2.9867, 1.5703], [4.8376, -4.1815, 1.6449], [-5.6568, -0.3927, -5.6467], [-2.8691, 3.2377, -0.9176], [3.6880, -3.0998, 1.1087], [3.8253, 0.4411, -0.2763], [-0.6508, -5.3281, -0.5622], [0.4418, -5.6848, 0.7246], [1.2444, -2.9619, -1.3453], [-0.1853, -0.6348, -0.0015], [4.4118, 3.3913, 0.5934], [3.2633, 4.6743, 0.3611], [5.3147, -6.9039, -0.0701], [-4.9165, -0.4599, -3.7402], [-5.3581, 1.0475, -6.7070], [-4.2381, 3.7569, -3.3787], [-0.1534, 1.7068, 1.1331], [2.9138, 1.9003, -0.0273], [6.1101, 2.2635, 4.5736], [5.2615, -7.5134, -1.8242], [0.0037, -3.9053, -2.0770], [-3.7777, -0.2099, 2.3043], [-0.7724, -0.5577, -3.4397], [3.2257, 4.1800, 4.8159], [2.3091, -8.2995, -2.2243], [0.6795, -3.4445, 1.1978], [1.4203, 5.0111, 1.4366], [3.4553, -3.9161, 2.7080], [1.9631, 5.0888, 3.1436], [0.3100, -6.8362, -0.6909], [-0.7464, -2.1056, -0.2806], [3.5832, -7.3845, -3.0378], [-1.1156, -2.5278, 2.2539], [-1.3191, 0.7070, -2.4881], [-1.8623, -1.0601, 0.5220], [5.8217, 1.4686, 3.0579], [-4.0779, 2.4881, -6.8281], [1.3503, -2.8563, 2.7483], [6.0199, 3.2613, 3.1945], [-4.8082, 0.5930, 1.2899], [-2.1548, 5.6563, 1.5127], [1.6840, -2.0318, 1.3471], [-1.8114, -0.8008, -7.0005], [4.6361, -0.0653, 3.2776], [-2.9997, -0.2408, -8.1897], [-3.4884, 4.1012, 0.4641], [-5.0042, 3.4507, 3.3092], [-2.5895, 6.3998, 2.9923], [4.5447, -8.3601, -0.4477], [5.2866, -0.2387, 1.5929], [0.2092, 3.1687, 0.2391], [3.8900, -1.0898, 1.9817]], "energy_ev": -95811.5179, "homo_energy_ha": -0.4895, "charge": 3, "orbital_gap_ev": 1.4}

{"formula": "C23H61As2N2NaS5Si2Te", "method": "ωB97M-V with the def2-TZVPD basis set", "species": ["Te", "As", "As", "S", "S", "S", "S", "S", "Si", "Si", "Na", "N", "N", "C", "C", "C", "C", "C", "C", "C", "C", "C", "C", "C", "C", "C", "C", "C", "C", "C", "C", "C", "C", "C", "C", "C", "H", "H", "H", "H", "H", "H", "H", "H", "H", "H", "H", "H", "H", "H", "H", "H", "H", "H", "H", "H", "H", "H", "H", "H", "H", "H", "H", "H", "H", "H", "H", "H", "H", "H", "H", "H", "H", "H", "H", "H", "H", "H", "H", "H", "H", "H", "H", "H", "H", "H", "H", "H", "H", "H", "H", "H", "H", "H", "H", "H", "H"], "coordinates": [[0.0280, -1.5847, 6.3328], [-3.1341, -0.9267, 4.5187], [0.7184, 1.3278, -3.7059], [-0.0121, -3.9678, 0.9974], [3.0185, -3.1164, -0.3777], [-0.7898, -0.7785, 4.1717], [-2.0388, -2.6385, -1.0362], [0.7668, -2.4299, -2.0318], [2.6499, 2.6300, -3.9200], [-0.7544, 2.9308, -4.3040], [-0.8639, -0.7914, 1.0295], [-2.1989, 1.1667, 1.2630], [1.1879, 0.7450, 0.4474], [2.1606, -1.4528, 6.4881], [-3.8106, -1.9161, 6.0905], [-0.1811, 0.1215, 7.6084], [-1.6625, 3.5975, -2.8105], [-3.6953, 0.9012, 4.6944], [2.9261, 3.4915, -5.5917], [-1.7766, -2.0067, -2.7538], [-4.0645, -1.6969, 2.9931], [2.5791, -4.7347, 0.1288], [-0.4257, -2.1800, -3.3609], [2.6033, 3.9108, -2.5752], [-1.6984, -4.4263, -1.3037], [0.8770, 2.9022, 1.6012], [-0.0880, 4.4009, -5.3262], [-2.0277, 2.2134, -5.6024], [4.2045, 1.6491, -3.5586], [3.4633, -3.2330, -2.1758], [1.7884, 1.6609, 1.4467], [-0.4243, 2.6009, 2.4203], [-1.6946, 2.5893, 1.5773], [2.2842, -2.7045, -3.0802], [1.6107, -4.7354, 1.3384], [-0.7816, -5.0373, -0.2717], [0.1896, -0.1607, 8.5882], [-0.3556, 1.7537, 3.1043], [1.9549, -3.5014, -3.8286], [-2.7706, 0.9427, 2.0131], [-3.1932, -2.8118, 6.1495], [-4.4815, -2.6121, 3.3801], [2.2157, 3.1293, -6.3621], [0.3723, 4.1126, -6.3263], [2.5812, -1.7964, -3.6211], [2.0463, -5.2552, -0.7349], [-2.3587, 4.2627, -3.2815], [-1.7797, 2.4006, -6.6308], [2.8140, 1.8859, 1.1681], [-1.9066, -0.9317, -2.6412], [2.8485, 4.5754, -5.5399], [-3.2059, 1.2906, 5.5658], [3.9617, 3.1942, -5.9230], [3.6811, -4.3043, -2.3394], [1.8710, 1.0751, 2.3927], [3.5303, -5.1993, 0.4209], [4.3874, -2.7003, -2.4325], [-4.8940, -2.1410, 5.9209], [-2.5879, -2.4979, -3.3183], [-1.0452, 4.1039, -2.0834], [0.6678, 3.3935, 0.5866], [2.3645, 4.9163, -2.9823], [4.2787, 0.8333, -4.3009], [-4.8101, -1.0091, 2.5461], [-0.0781, -1.2426, -3.9042], [-1.4189, -5.7171, 0.3367], [-2.1531, 1.1180, -5.4725], [-2.9986, 2.6529, -5.3490], [-2.6488, -4.8488, -1.1540], [2.6280, -2.4536, 6.5196], [-2.3017, 2.8287, -2.3502], [-0.0329, -5.7420, -0.7716], [1.9090, 3.7463, -1.7808], [0.2115, 1.0646, 7.2152], [-3.6884, -1.2949, 7.0409], [-4.7527, 0.9648, 4.8571], [4.3355, 1.2557, -2.5678], [1.4175, -5.7518, 1.7480], [1.1169, 1.2771, -0.4625], [-0.4136, -3.0369, -4.0187], [-1.2920, 0.2682, 7.7252], [-2.4899, 3.1372, 2.0815], [-3.5177, 1.5453, 3.8255], [3.6275, 3.9680, -2.1030], [-3.3438, -2.0106, 2.1886], [0.6429, 5.0389, -4.8330], [2.5927, -0.8862, 5.6509], [2.3734, -1.0554, 7.4680], [5.0975, 2.2089, -3.6924], [2.0176, -4.2249, 2.2127], [-2.8105, 1.1912, 0.4582], [1.4499, 3.6739, 2.1131], [-0.5510, 3.4806, 3.0456], [-1.4505, 3.0689, 0.6074], [-1.3977, -4.5839, -2.3760], [-0.9255, 5.0216, -5.4943], [1.7257, -0.0923, 0.3846]], "energy_ev": -231134.8388, "homo_energy_ha": [-0.1737, -0.1736], "de_lowest_kcal_mol": 37.4, "orbital_gap_ev": [4.3, 4.3]}

{"formula": "C5H15NO", "method": "ωB97M-V with the def2-TZVPD basis set", "species": ["O", "N", "C", "C", "C", "C", "C", "H", "H", "H", "H", "H", "H", "H", "H", "H", "H", "H", "H", "H", "H", "H"], "coordinates": [[-3.8212, 0.1267, -0.9089], [1.3471, 0.8807, 1.2859], [0.4633, 0.8395, -0.9152], [0.5128, 0.0836, 0.4417], [1.1715, -1.2627, 0.3100], [0.7548, 0.6348, 2.6398], [0.5970, 0.1703, -2.2673], [1.4788, 0.9831, 3.3909], [1.5231, -0.3736, -2.4874], [-1.5111, -0.9015, -0.6250], [0.5068, -0.4285, 2.8987], [-0.5095, 0.1270, 0.8852], [-0.1776, 1.2157, 2.7884], [2.2231, -1.1058, 0.0225], [-4.3569, -0.4307, -0.3003], [1.2481, 1.6056, -0.7956], [-2.8833, -0.3003, -0.7155], [-0.2676, -0.5710, -2.3280], [-0.4892, 1.3950, -1.0208], [1.1330, -1.8474, 1.2407], [0.5595, -1.7538, -0.4804], [0.4975, 0.9133, -3.0596]], "energy_ev": -8951.1176, "multiplicity": 2, "homo_energy_ha": [-0.5350, -0.5315], "charge": 1, "de_lowest_kcal_mol": 156.1, "orbital_gap_ev": [5.9, 5.8]}

{"formula": "C18H21N5O4S2", "method": "ωB97M-V with the def2-TZVPD basis set", "species": ["S", "S", "O", "O", "O", "O", "N", "N", "N", "N", "N", "C", "C", "C", "C", "C", "C", "C", "C", "C", "C", "C", "C", "C", "C", "C", "C", "C", "C", "H", "H", "H", "H", "H", "H", "H", "H", "H", "H", "H", "H", "H", "H", "H", "H", "H", "H", "H", "H", "H"], "coordinates": [[0.8919, -3.1470, 0.3190], [-1.8670, -1.9004, 0.0597], [3.3027, 3.0126, 1.1854], [2.1657, 1.4115, -1.6135], [4.8170, 1.8253, 0.0469], [4.4320, -3.4131, 0.7380], [-0.0047, -0.9055, 1.5187], [-1.0274, -0.0759, 1.6651], [-3.1912, 0.3564, 1.0342], [3.6913, -0.0339, -2.3849], [3.7620, -1.3981, -0.0010], [3.5825, -2.5448, 0.6928], [4.9941, -1.2047, -0.7370], [2.8727, 0.4408, -1.4338], [-6.6227, 1.2171, 0.1275], [2.8080, -0.3199, -0.1010], [-5.3551, 1.2688, 0.6658], [-7.0316, 0.1316, -0.6411], [2.9271, 0.7016, 1.0561], [-4.8501, -0.8587, -0.3148], [2.2727, -2.7176, 1.4465], [4.6421, -1.1091, -2.2157], [3.7967, 1.8865, 0.6862], [4.0146, 4.2056, 0.8831], [-0.2418, -1.9001, 0.7377], [-8.4055, 0.0934, -1.2357], [-4.4474, 0.2298, 0.4502], [-6.1254, -0.8979, -0.8491], [-2.0849, -0.4088, 0.9913], [-8.4597, 0.7609, -2.0961], [1.9412, 1.0717, 1.3340], [5.5344, -0.8972, -2.8078], [3.5320, 4.9992, 1.4471], [-4.1821, -1.6839, -0.4979], [-7.3094, 2.0316, 0.3066], [-8.6583, -0.9104, -1.5668], [-6.4166, -1.7539, -1.4399], [3.6978, 0.4865, -3.2502], [1.7960, -0.7291, -0.0691], [5.0628, 4.1068, 1.1729], [3.9601, 4.4089, -0.1878], [5.4640, -0.2729, -0.4102], [4.2074, -2.0573, -2.5589], [-9.1475, 0.4235, -0.5114], [2.3927, -3.5666, 2.1196], [-3.0597, 1.1881, 1.5972], [5.6463, -2.0547, -0.5360], [-5.0558, 2.1194, 1.2619], [3.3750, 0.2138, 1.9246], [1.9611, -1.8299, 1.9920]], "energy_ev": -56318.5703, "homo_energy_ha": -0.2905, "de_lowest_kcal_mol": 2.6, "smiles": "COC(=O)C[C@H]1C(=O)NCCN1C(=O)CSc1nnc(Nc2ccc(C)cc2)s1", "orbital_gap_ev": 8.4}

{"formula": "C19H25BrN2O5PSnTe", "method": "ωB97M-V with the def2-TZVPD basis set", "species": ["Te", "Sn", "Br", "P", "O", "O", "O", "O", "O", "N", "N", "C", "C", "C", "C", "C", "C", "C", "C", "C", "C", "C", "C", "C", "C", "C", "C", "C", "C", "C", "H", "H", "H", "H", "H", "H", "H", "H", "H", "H", "H", "H", "H", "H", "H", "H", "H", "H", "H", "H", "H", "H", "H", "H", "H"], "coordinates": [[-2.2169, 1.0092, -1.1530], [0.2621, 0.4812, -0.0126], [2.2372, 6.0592, -0.4700], [-3.3515, -0.9519, -0.2119], [1.9112, -2.4719, -0.0447], [-4.6855, -1.0401, -1.0954], [-3.5799, -0.8514, 1.2407], [-2.6475, -2.2568, -0.7278], [0.9374, -0.8412, -1.3226], [1.6517, 3.3934, -0.2908], [2.3759, -0.1408, 0.5288], [3.2598, -1.3304, -1.6611], [4.6752, 2.5934, -0.6847], [2.8330, 1.2445, 0.3403], [4.2142, 1.4336, -0.2017], [2.4695, -0.6275, 1.8780], [0.0893, -0.2383, 4.8344], [1.2252, -0.2978, 2.7043], [-1.0776, 0.1901, 4.2134], [1.7489, 1.9801, -0.5219], [2.0944, -1.4108, -0.6840], [0.0561, 0.1430, 2.0875], [4.0072, 3.8896, -0.7660], [2.7238, 4.2003, -0.4961], [-5.7298, -0.0994, -0.7990], [-1.0914, 0.3803, 2.8401], [1.2298, -0.4800, 4.0849], [-1.4398, -2.7420, -0.0579], [-6.7057, -0.6787, 0.2015], [-1.6154, -4.2033, 0.2640], [-1.8350, -4.7725, -0.6402], [-6.2129, 0.1141, -1.7528], [4.1766, -1.6410, -1.1584], [-1.2872, -2.1647, 0.8566], [2.7781, 1.7373, 1.3219], [0.9095, 3.7552, 0.2830], [4.8546, 0.5598, -0.2253], [-7.5160, 0.0311, 0.3819], [-5.2950, 0.8316, -0.4237], [3.0546, -2.0224, -2.4795], [2.1374, -0.8217, 4.5731], [2.5442, -1.7187, 1.8163], [-2.0077, 0.6875, 2.3503], [0.1072, -0.3907, 5.9073], [3.3595, -0.2430, 2.3947], [-0.6013, -2.5580, -0.7231], [-6.1947, -0.8830, 1.1411], [-2.4213, -4.3561, 0.9828], [4.6342, 4.7218, -1.0536], [-7.1339, -1.6065, -0.1789], [5.6973, 2.6081, -1.0489], [-1.9747, 0.3658, 4.7943], [3.3805, -0.3289, -2.0732], [-0.6810, -4.5755, 0.6863], [1.9513, 1.8046, -1.5817]], "energy_ev": -125785.3363, "homo_energy_ha": -0.1901, "charge": -1, "de_lowest_kcal_mol": 0.0, "orbital_gap_ev": 7.5}

{"formula": "H3N3O2", "method": "ωB97M-V with the def2-TZVPD basis set", "species": ["O", "O", "N", "N", "N", "H", "H", "H"], "coordinates": [[1.8767, -0.8969, -0.2735], [-0.1668, -1.3166, -0.9702], [0.2988, 0.6260, -0.0854], [-1.0234, 0.7193, 0.4212], [0.6986, -0.6137, -0.5288], [-0.9880, 0.0206, 1.1598], [1.0275, 0.9664, 0.4761], [-1.7233, 0.4950, -0.1991]], "energy_ev": -8609.5524, "homo_energy_ha": -0.3953, "de_lowest_kcal_mol": 7.3, "smiles": "NN[N+](=O)[O-]", "orbital_gap_ev": 11.2}